[1]
Molecular formula: C21H52F3N7O9P3
Method: DFT, the ωB97M-V functional and the def2-TZVPD basis

Atoms and positions in Å:
N -1.5915 -0.8275 0.2853
P -0.9937 -0.3765 -1.2674
O -2.2377 0.4146 -1.9665
P -0.7072 -2.3878 -2.2966
C -2.1332 -3.4702 -2.7751
C -3.4507 -2.7467 -3.0603
C -3.5724 -2.1972 -4.4902
F -4.9023 -2.1685 -4.8515
F -2.9137 -3.0012 -5.4137
F -3.0935 -0.9104 -4.6086
P 0.7635 -1.9756 -3.9888
O -0.1982 -1.6505 -5.2579
O 1.2655 -3.5237 -4.1575
H -2.5069 -0.4209 0.4662
H -1.6202 -1.8231 0.4517
H -3.0691 0.2736 -1.5009
H 0.0434 -3.1406 -1.3767
H -1.8224 -4.0935 -3.6201
H -2.2936 -4.1714 -1.9495
H -4.2474 -3.4939 -2.9792
H -3.6870 -1.9687 -2.3375
H -0.6772 -2.4282 -5.5714
H 1.2732 -3.8324 -5.0685
C 1.5708 0.7896 0.5793
O 2.2835 -0.0854 0.1003
N 1.9367 2.0420 0.8345
C 0.9993 3.0036 1.3814
C 3.3044 2.4634 0.5646
H 0.5214 0.5908 0.8535
H 0.8983 3.8530 0.7062
H 1.3493 3.3578 2.3512
H 0.0236 2.5359 1.5049
H 3.5338 2.3261 -0.4937
H 3.9976 1.8579 1.1490
H 3.4108 3.5119 0.8346
C -5.4704 0.7954 0.2527
O -4.9628 0.3371 1.2612
N -6.1764 0.0713 -0.6338
C -6.7637 0.6620 -1.8260
C -6.3696 -1.3446 -0.3637
H -5.3973 1.8642 -0.0086
H -7.8473 0.5410 -1.8113
H -6.3695 0.1818 -2.7235
H -6.5308 1.7235 -1.8654
H -6.8811 -1.4791 0.5888
H -5.4070 -1.8565 -0.2975
H -6.9647 -1.7858 -1.1582
C 2.7557 -0.1549 5.1085
O 3.2786 0.7116 4.4393
N 2.4602 -1.3902 4.6591
C 1.8230 -2.3853 5.4955
C 2.7989 -1.7176 3.2835
H 2.4662 0.0044 6.1610
H 2.4613 -3.2657 5.5925
H 0.8675 -2.6902 5.0623
H 1.6416 -1.9753 6.4866
H 3.8733 -1.6132 3.1325
H 2.2978 -1.0321 2.6015
H 2.4986 -2.7387 3.0610
C 4.1901 6.3886 0.4329
O 3.7995 5.5562 1.2315
N 5.4815 6.6670 0.1996
C 5.8939 7.6713 -0.7615
C 6.4956 5.9333 0.9415
H 3.4974 6.9948 -0.1731
H 6.5095 7.2182 -1.5405
H 6.4719 8.4530 -0.2660
H 5.0192 8.1228 -1.2241
H 6.4054 4.8647 0.7460
H 6.3669 6.0932 2.0118
H 7.4816 6.2749 0.6394
C 4.3781 -7.1798 -1.7187
O 4.4958 -8.2326 -1.1346
N 3.6855 -7.0190 -2.8672
C 3.5678 -5.7336 -3.5217
C 3.0421 -8.1826 -3.4542
H 4.8319 -6.2433 -1.3514
H 2.5190 -5.4498 -3.5899
H 3.9911 -5.7865 -4.5284
H 4.1027 -4.9732 -2.9566
H 2.3233 -8.6093 -2.7540
H 3.7832 -8.9480 -3.6831
H 2.5302 -7.8912 -4.3683
C -2.8297 4.3191 2.7187
O -2.7522 3.9302 1.5667
N -3.7585 3.9107 3.5950
C -3.7900 4.3916 4.9629
C -4.7561 2.9507 3.1545
H -2.1140 5.0414 3.1423
H -3.6776 3.5581 5.6586
H -4.7374 4.8941 5.1653
H -2.9780 5.0964 5.1270
H -4.2803 2.0378 2.8051
H -5.3303 3.3715 2.3271
H -5.4249 2.7185 3.9789

total energy	-3215.3095	a.u.
gap between HOMO and LUMO	7.301	eV
total charge	+1
highest occupied orbital energy	-0.38933	hartree



[2]
Molecular formula: C6H13NS
Method: DFT, the ωB97M-V functional and the def2-TZVPD basis

Atoms and positions in Å:
C 2.5752 -0.2461 -0.4243
C 1.3649 -1.0947 -0.4000
C 0.1121 -0.3563 0.0849
C 0.3639 -0.1152 1.6431
S -1.5252 -1.1364 -0.1260
C -1.8039 0.6487 -0.3132
C -0.3253 0.9692 -0.5708
N 0.3562 2.1446 -0.0176
H 3.1462 -0.1805 0.5482
H 3.2834 -0.7790 -1.0928
H 2.3970 0.7011 -0.9164
H 1.1923 -1.4885 -1.4529
H 1.6008 -1.8867 0.2832
H 1.1789 0.6138 1.9514
H 0.5002 -1.0905 2.0865
H -0.6455 0.2979 2.0265
H -2.4210 1.1068 -1.1089
H -2.1696 1.0846 0.6724
H -0.1604 0.8525 -1.6890
H -0.1149 2.9708 -0.3279
H 0.4020 2.1338 1.0411

SMILES string	CC[C@]1(C)SC[C@H]1N
total energy	-689.3113	a.u.
gap between HOMO and LUMO	9.561	eV
relative energy (zero: lowest compared OMol25 entry of this formula, charge and spin)	112.07	kJ/mol
total charge	0
highest occupied orbital energy	-0.31690	hartree



> Which of these has the lowest total charge?

C6H13NS